Molecular formula: C20H66N8O13
Method: DFT, wB97M-V/def2-TZVPD

Geometry as ORCA input:
```
! wB97M-V def2-TZVPD RIJCOSX def2/J DEFGRID3
* xyz 0 1
C -1.07102 -2.29124 4.63419
C -1.64692 -2.61233 3.33971
O -0.70188 -2.93053 2.34040
H -0.39285 -1.40692 4.60210
H -0.46496 -3.11173 5.02280
H -1.85732 -1.91370 5.31815
H -2.31310 -1.79668 2.99262
H -2.28999 -3.48676 3.47668
H -0.10414 -3.61681 2.72469
C -1.36540 -1.86985 -3.63049
C -0.23337 -1.24922 -4.47665
O -0.68647 0.09541 -4.74089
H -2.34090 -1.54558 -3.91938
H -1.32758 -1.62753 -2.59058
H -1.26977 -2.95856 -3.68314
H 0.13440 -1.79614 -5.33974
H 0.69283 -1.12158 -3.85198
H -0.16565 0.66387 -4.20267
C -0.70880 6.33397 0.43592
C 0.00512 5.11976 1.14993
O 1.37524 5.21230 0.80262
H -0.79645 6.17010 -0.64845
H -0.27461 7.30758 0.64265
H -1.74319 6.40930 0.79089
H -0.34341 4.10119 0.91976
H 0.00296 5.17391 2.19209
H 1.83910 4.41438 1.15273
C 4.13774 3.90375 0.00715
C 3.51193 2.50232 -0.18557
O 2.22097 2.54409 0.33642
H 3.54045 4.57687 -0.55252
H 5.18334 3.88634 -0.31829
H 4.15160 4.10129 1.02370
H 4.21174 1.80226 0.28669
H 3.60003 2.09226 -1.20817
H 1.73785 1.76869 0.15614
C 3.69588 -3.37248 -1.33730
C 2.83975 -2.59549 -0.34611
O 3.76922 -1.65322 0.13226
H 4.61000 -3.79353 -0.96696
H 3.95603 -2.75144 -2.20001
H 3.17557 -4.15192 -1.74259
H 2.46699 -3.23287 0.47272
H 1.96098 -2.12342 -0.80176
H 3.53680 -1.48292 1.06602
C 1.50989 -0.61672 2.30723
C 2.12771 -1.59211 3.30020
O 3.43819 -1.98150 2.90479
H 1.32461 -1.04535 1.33382
H 2.03672 0.31603 2.15692
H 0.54237 -0.35839 2.54016
H 1.46980 -2.44197 3.35345
H 2.18162 -1.09214 4.30063
H 3.77751 -2.41932 3.67850
C -3.52170 -3.36665 0.75268
C -4.25975 -3.83167 -0.48672
O -4.26256 -2.87930 -1.48113
H -2.89486 -4.19058 1.17808
H -4.21805 -3.10140 1.49161
H -2.82475 -2.56774 0.53476
H -5.28198 -4.09346 -0.12376
H -3.78785 -4.75509 -0.81894
H -3.96579 -3.28487 -2.28023
C 0.28351 3.50335 -2.75491
O -0.02230 2.88603 -3.99953
N 1.50046 3.81895 -2.36596
N -0.60724 3.85487 -1.84967
H 2.26813 3.48807 -2.97237
H 1.77970 3.98591 -1.40049
H -1.63509 3.82651 -2.15314
H -0.32111 4.29860 -1.05142
C -1.72214 1.28756 2.90149
O -0.66227 2.08148 2.40441
N -1.79727 0.92806 4.13461
N -2.80588 0.95784 2.20523
H -0.99513 1.05992 4.74285
H -2.55300 0.32885 4.56671
H -2.81349 1.21583 1.19015
H -3.58273 0.33248 2.42953
C -3.97963 0.84726 -0.70114
O -5.36225 1.05166 -0.86531
N -3.38955 -0.27102 -0.77244
N -3.14246 1.78494 -0.32825
H -3.88569 -1.15100 -0.96752
H -2.37322 -0.43843 -0.52224
H -3.57404 2.74365 -0.42678
H -2.14180 1.75656 -0.42712
C -0.25136 0.38228 -0.61467
O 0.43801 0.17786 -1.79424
N -0.83191 -0.53406 0.12310
N -0.40626 1.55906 -0.11678
H -0.75687 -1.47226 -0.17031
H -1.15953 -0.42637 0.99852
H -0.04341 2.24755 -0.78343
H -0.47303 1.81380 0.88863
C 0.11597 -4.25850 -1.26487
O -0.36378 -3.30500 -0.34229
H -0.69888 -4.91779 -1.59025
H 0.89846 -4.90738 -0.82577
H 0.42263 -3.73397 -2.17485
H -0.36328 -3.60423 0.59436
C 3.21058 0.22801 -3.00103
O 2.25570 1.23345 -3.37775
H 3.21223 -0.62805 -3.62597
H 3.02338 -0.05591 -1.94239
H 4.18132 0.62288 -3.04466
H 1.47462 1.01573 -2.86984
*
```

Summary:
energy relative to the best compared isomer or geometry (same formula, charge and spin)	0.0	kJ/mol
Kohn-Sham gap	8.06	eV
lowest unoccupied orbital energy	-0.0181	Ha

Atomic partial charges in e from the Löwdin method, atoms 1 to 2:
1 C -0.10
2 C -0.35

Molecular formula: C20H7Cl52N2O2
Method: DFT, wB97M-V/def2-TZVPD

Geometry as ORCA input:
```
! wB97M-V def2-TZVPD RIJCOSX def2/J DEFGRID3
* xyz -1 1
O -2.22384 -3.33140 -1.44893
C -2.10247 -2.86507 -2.70532
O -2.93634 -1.73918 -3.19104
C -0.99955 -3.49563 -3.76430
N -0.04260 -4.48050 -3.14647
C -0.56314 -5.89668 -3.10590
C -0.34773 -6.93894 -1.87571
C -0.94716 -8.42246 -1.97163
N -1.76262 -9.10375 -3.01608
C -1.94498 -8.11034 -4.11018
C -1.42481 -6.60597 -4.29166
H -0.34437 -2.57351 -4.14618
H -1.58548 -3.86948 -4.70396
H 0.16060 -4.19648 -2.14252
H 0.25361 -6.59926 -0.92340
H -0.70298 -9.12278 -1.03304
H -2.60814 -8.52246 -5.01774
H -1.67063 -5.99380 -5.26766
C -5.91923 -1.01210 -4.92951
Cl -5.13998 -2.14423 -6.06332
Cl -6.35789 -1.87644 -3.43450
Cl -4.79045 0.31069 -4.54135
Cl -7.38856 -0.33831 -5.67887
C 0.44141 -1.70717 0.68546
Cl -1.24906 -1.27168 0.32888
Cl 1.48598 -0.28510 0.43819
Cl 0.57020 -2.25176 2.37703
Cl 0.95852 -3.02022 -0.40218
C -9.55140 -2.47929 -1.12240
Cl -9.60329 -1.26335 -2.42366
Cl -7.89379 -3.11432 -0.96858
Cl -10.04353 -1.72516 0.41503
Cl -10.66502 -3.81430 -1.51229
C 0.96070 -10.38798 1.98988
Cl -0.10926 -9.72673 3.25179
Cl 2.62255 -9.80185 2.25314
Cl 0.93964 -12.16795 2.06627
Cl 0.38987 -9.85548 0.38831
C -0.99785 2.22735 2.35614
Cl -0.77719 2.45202 0.60248
Cl -2.73263 2.31588 2.75269
Cl -0.35951 0.63453 2.83575
Cl -0.12199 3.50691 3.23367
C 1.02281 0.54865 -5.05645
Cl 0.58248 2.03727 -5.93085
Cl 1.87097 0.97436 -3.54849
Cl -0.45320 -0.37081 -4.66843
Cl 2.09093 -0.44630 -6.07805
C -0.21886 7.39936 1.67305
Cl 0.93511 7.99499 0.45319
Cl 0.50325 7.54590 3.29528
Cl -1.71349 8.36638 1.59870
Cl -0.60041 5.69019 1.34499
C 2.05215 10.59731 5.68639
Cl 0.32131 10.46553 6.08804
Cl 2.26897 10.41806 3.92701
Cl 2.66147 12.19070 6.20060
Cl 2.95689 9.31502 6.52997
C 6.93172 8.56749 6.62274
Cl 5.72814 7.26463 6.45413
Cl 8.48279 8.03728 5.92444
Cl 6.35918 10.01970 5.76375
Cl 7.15674 8.94843 8.34864
C 4.49349 -6.38702 0.13089
Cl 5.64746 -5.79139 -1.08897
Cl 5.21560 -6.24048 1.75312
Cl 2.99886 -5.42000 0.05654
Cl 4.11194 -8.09619 -0.19717
C 7.18629 -1.67199 -1.02921
Cl 6.74595 -0.18336 -1.90361
Cl 8.03445 -1.24628 0.47876
Cl 5.71028 -2.59145 -0.64118
Cl 8.25441 -2.66694 -2.05081
C 9.70132 12.39456 7.78187
Cl 9.17865 11.08617 6.69126
Cl 10.41715 13.71564 6.82432
Cl 8.29541 13.01094 8.68635
Cl 10.91400 11.76550 8.92561
C -11.74396 2.28436 -3.61655
Cl -12.94755 0.98150 -3.78517
Cl -10.19289 1.75415 -4.31486
Cl -12.31650 3.73657 -4.47555
Cl -11.51894 2.66530 -1.89066
*
```

Summary:
Kohn-Sham gap	6.16	eV
lowest unoccupied orbital energy	0.0315	Ha

Atomic partial charges in e from the Löwdin method, atoms 1 to 2:
1 O -0.21
2 C -0.43

Which of these has the highest Kohn-Sham gap?
C20H66N8O13

Which value of lowest unoccupied orbital energy does entry 1 give?
-0.0181 Ha

The lowest lowest unoccupied orbital energy belongs to which entry?
C20H66N8O13

Among the records above, which one has the highest lowest unoccupied orbital energy?
C20H7Cl52N2O2